{
  "formula": "C22H27N3O3S",
  "method": "the ωB97M-V functional and the def2-TZVPD basis",
  "lumo_ev": -0.10,
  "e_above_lowest_ev": 2.533,
  "e_homo_ev": -8.209,
  "smiles": "Cc1ccc(C(=O)N/C(=C\\c2cccs2)C(=O)NCCCN2CCOCC2)cc1",
  "homo_lumo_gap_ha": 0.298,
  "total_energy_ha": -1642.7168,
  "species": ["H", "C", "C", "C", "C", "H", "H", "C", "C", "O", "C", "N", "H", "H", "H", "S", "H", "H", "H", "C", "H", "C", "H", "H", "H", "H", "C", "O", "C", "N", "C", "C", "C", "H", "H", "H", "H", "C", "C", "H", "H", "C", "C", "C", "H", "H", "C", "H", "N", "H", "H", "C", "C", "H", "H", "O"],
  "xyz": [[-2.674, -6.071, -4.673], [-0.646, -1.063, -1.495], [-1.622, -5.945, -4.429], [-1.610, -4.063, 3.010], [-1.800, -3.292, 4.113], [-1.312, -6.793, -3.818], [-1.005, 3.531, -2.101], [-1.483, -0.321, 1.941], [-1.573, -1.631, 2.495], [5.223, 4.878, 1.559], [0.834, 3.757, -0.989], [-0.829, 1.950, -0.781], [4.384, 5.449, 3.294], [0.928, 4.810, -1.254], [2.027, 4.895, 2.587], [-1.394, -3.120, 1.592], [1.538, 2.488, 0.626], [3.988, 2.787, 0.335], [-0.326, 1.278, -1.360], [-2.209, -2.912, -2.240], [-3.404, -4.522, -2.963], [-1.278, 1.551, 0.419], [-1.526, 0.483, 2.664], [-1.908, -1.149, 4.566], [3.844, 6.378, 1.862], [5.831, 4.314, -0.271], [0.075, -2.896, -2.975], [-1.661, 2.316, 1.291], [-0.636, 3.348, -1.087], [-1.407, -0.878, -0.382], [-0.951, -2.314, -2.233], [-0.143, -4.062, -3.680], [-1.394, -4.670, -3.679], [-1.236, 3.921, -0.376], [-1.990, -1.672, -0.143], [3.525, 3.741, -1.101], [1.413, 3.167, -1.703], [-1.345, 0.067, 0.653], [4.098, 5.377, 2.243], [1.042, -2.417, -2.981], [4.708, 5.708, -0.254], [4.931, 4.726, 0.189], [3.737, 3.798, -0.033], [-2.422, -4.073, -2.958], [-1.580, -5.132, 2.934], [3.111, 3.478, 2.525], [2.887, 4.461, 2.073], [-1.950, -3.694, 5.098], [2.578, 4.339, 0.658], [0.617, 3.914, 1.137], [-1.039, -5.963, -5.347], [-1.776, -1.916, 3.825], [1.372, 3.562, 0.429], [0.664, -4.506, -4.243], [-3.042, -2.459, -1.719], [0.229, -0.295, -1.866]],
  "forces_ev_per_angstrom": [[-0.047, -0.051, -0.048], [0.061, 0.123, 0.090], [0.018, -0.050, 0.038], [-0.012, 0.165, -0.305], [0.030, -0.321, -0.043], [-0.006, -0.094, -0.024], [-0.020, 0.053, 0.113], [0.227, 0.767, -0.790], [0.005, -0.973, 0.115], [0.128, -0.092, 0.067], [-0.233, -0.179, 0.262], [0.142, -0.047, -0.234], [-0.069, 0.041, -0.048], [0.037, 0.038, -0.048], [0.010, -0.027, 0.034], [0.000, 0.143, 0.638], [-0.027, 0.048, 0.068], [-0.029, 0.020, -0.049], [-0.153, -0.035, 0.188], [0.150, 0.117, 0.050], [-0.097, -0.036, -0.021], [-0.205, 0.028, -0.178], [-0.062, 0.081, -0.075], [-0.015, 0.198, 0.103], [0.005, -0.058, 0.065], [-0.077, 0.043, -0.038], [-0.023, 0.147, 0.127], [0.059, 0.143, 0.206], [0.062, 0.299, -0.077], [-0.356, -0.460, 0.019], [-0.028, -0.269, -0.303], [-0.074, 0.013, 0.039], [-0.053, 0.097, 0.031], [0.037, -0.009, -0.161], [0.034, 0.172, -0.225], [0.047, -0.048, -0.028], [0.054, 0.047, -0.095], [0.103, 0.071, 1.054], [-0.329, -0.052, 0.230], [0.072, 0.052, -0.009], [0.035, -0.083, -0.005], [-0.099, -0.202, -0.320], [0.231, 0.270, 0.043], [0.031, -0.103, -0.045], [0.002, -0.227, 0.053], [-0.034, 0.041, 0.013], [0.273, 0.207, 0.008], [-0.014, -0.090, 0.151], [0.061, -0.054, 0.100], [-0.001, -0.074, 0.007], [0.003, -0.049, -0.074], [0.019, 0.254, -0.446], [-0.055, 0.161, -0.184], [0.087, -0.041, -0.060], [-0.066, 0.039, 0.042], [0.159, -0.152, -0.020]],
  "nbo_charge": [0.218, 0.683, -0.631, -0.400, -0.252, 0.225, 0.197, -0.181, -0.244, -0.524, -0.413, -0.621, 0.191, 0.217, 0.206, 0.411, 0.168, 0.167, 0.430, -0.126, 0.213, 0.647, 0.257, 0.227, 0.164, 0.191, -0.142, -0.647, -0.219, -0.620, -0.180, -0.217, 0.012, 0.226, 0.408, 0.205, 0.196, 0.064, -0.073, 0.234, 0.164, -0.072, -0.255, -0.238, 0.239, 0.166, -0.248, 0.229, -0.440, 0.211, 0.221, -0.211, -0.221, 0.214, 0.205, -0.633]
}